Record 1
The ion C19H22BClO5PS with charge -1, computed with wB97M-V/def2-TZVPD.

Geometry as XYZ:
```
50
Properties=species:S:1:pos:R:3:forces:R:3
C 5.9697 1.0559 1.0468 -0.9 0.3 -0.4
C 5.1505 0.5184 -0.1758 -1.0 -0.8 -1.2
C 5.5819 0.6842 -1.5666 -2.2 -1.1 1.0
C 4.7083 0.1660 -2.6412 -0.2 0.0 2.4
C 3.4388 -0.5058 -2.3232 1.9 1.0 1.0
C 2.9905 -0.7053 -0.9195 1.8 0.4 -1.4
C 1.6562 -1.4674 -0.6771 1.1 0.2 -0.7
B 0.4772 -0.6189 0.0807 -0.8 -0.3 -0.4
C 0.8700 0.6881 1.0072 0.4 0.7 1.3
C 1.2980 0.3809 2.4718 -0.5 -0.5 -1.1
O 1.1985 -0.6478 3.0529 0.2 0.7 -0.2
Cl 2.0035 1.8005 3.4443 0.0 0.0 -0.3
O -0.4795 -0.0201 -0.9078 -1.1 0.5 0.8
C -1.8110 -0.3484 -0.5394 -1.3 -1.3 -2.3
C -2.8878 0.7764 -0.5525 -1.5 2.2 0.3
C -4.2073 0.5578 -1.1792 0.1 1.5 0.6
C -5.2356 1.5979 -1.2510 1.5 0.8 0.8
C -5.0001 2.9347 -0.7044 2.1 -1.7 0.4
C -3.7086 3.1699 -0.0577 -0.4 -1.9 -1.0
C -2.6752 2.1193 0.0134 -1.9 0.0 -0.8
C -1.8021 -1.4281 0.6571 3.1 0.6 -0.7
C -2.3805 -2.8471 0.2671 -0.2 0.9 0.6
O -3.8084 -2.7778 0.0649 0.6 0.6 1.3
O -4.0536 -3.2723 -1.2096 -0.5 -0.9 -2.1
P -2.1589 -0.8646 2.4165 -1.7 -1.2 0.3
S -4.0004 -1.2955 2.9896 0.1 0.4 0.0
O -0.3775 -1.6618 0.7155 -0.7 -0.4 0.8
C 3.8834 -0.1862 0.1111 0.5 0.3 -1.5
H 5.4055 1.9246 1.5010 0.5 -0.9 -0.4
H 6.0291 0.2690 1.8445 0.2 0.7 -0.8
H 6.9710 1.4639 0.7534 -0.8 -0.7 0.2
H 6.5515 1.2014 -1.7614 -1.0 -0.5 0.0
H 5.0818 0.2997 -3.6831 -0.6 -0.3 0.9
H 2.8618 -0.8831 -3.2025 0.3 0.3 1.1
H 1.8238 -2.4694 -0.1809 0.0 1.2 -0.2
H 1.2490 -1.7228 -1.7027 0.4 0.3 1.0
H 1.6431 1.3414 0.5124 -0.7 -0.6 0.6
H -0.0672 1.3187 1.0831 1.0 -0.5 0.1
H -2.1245 -0.9874 -1.4287 -0.2 0.5 1.0
H -4.4803 -0.4305 -1.6331 0.6 1.0 0.5
H -6.2195 1.4228 -1.7574 1.1 -0.1 0.5
H -5.7499 3.7650 -0.7599 0.7 -1.1 0.0
H -3.5001 4.1776 0.3631 -0.1 -0.9 -0.3
H -1.7217 2.4193 0.5033 -0.8 -0.5 -0.5
H -2.1655 -3.5533 1.1109 -0.2 0.5 -0.8
H -1.8938 -3.1846 -0.6813 -0.3 0.4 0.9
H -4.7807 -2.7354 -1.5791 0.4 0.0 0.7
H -1.8434 0.5136 2.6172 0.4 -0.5 -0.4
H -1.3053 -1.6407 3.2651 0.2 0.7 -0.8
H 3.5952 -0.3126 1.1820 0.3 0.1 -1.0
```
Positions in Å, forces in eV/Å.

Results
Total energy   -63618.8576 eV
Net charge   -1
Gap between HOMO and LUMO   8.061 eV

Atomic partial charges in e from the Löwdin method, atoms 1 to 6:
1 C -0.084
2 C -0.245
3 C -0.074
4 C -0.094
5 C -0.041
6 C -0.181

=====

Record 2
A structure of composition C19H22BF4LiO7, computed with wB97M-V/def2-TZVPD.

Geometry as XYZ:
```
54
Properties=species:S:1:pos:R:3:forces:R:3
Li 14.9050 7.8320 35.5710 0.2 -0.7 0.8
B 16.2110 5.2140 36.5950 -0.1 -1.2 2.5
F 17.2300 4.4910 36.1050 1.4 -1.3 -0.4
F 15.1250 4.4100 37.0370 0.5 0.8 -0.4
F 16.6900 5.9850 37.7010 -0.5 0.2 -0.4
F 15.8230 6.0360 35.5740 -1.7 2.7 -1.6
C 12.8130 7.0570 37.4380 -2.4 -0.4 -0.7
O 13.6810 8.1750 37.4900 2.1 -3.6 -3.2
H 11.8970 7.1760 36.7250 1.6 0.1 1.2
H 12.4440 6.6000 38.3730 0.1 1.1 0.2
H 13.4220 6.2840 37.1120 1.0 -1.7 -1.2
H 13.2950 8.7870 37.9900 -2.1 4.3 3.1
C 21.6590 4.1680 40.6520 -0.2 2.0 -1.2
C 20.7370 5.2880 40.4650 1.8 -4.2 -1.5
C 19.7800 5.2110 39.3880 1.7 1.4 2.9
C 19.7760 4.0970 38.6310 1.0 -0.8 0.7
C 20.7540 3.0580 38.8290 -4.8 -1.5 -5.4
C 21.7110 3.1060 39.7230 0.6 0.6 2.7
O 22.6140 2.1010 39.9230 1.7 -2.1 -4.9
O 18.9460 6.2840 39.3100 0.8 0.4 1.0
H 22.5610 4.1760 41.2840 -0.9 0.5 0.3
H 20.9590 6.1340 41.0250 -0.3 1.5 1.0
H 18.9110 4.1140 38.0310 -0.6 -1.1 -1.5
H 20.5490 2.1350 38.0930 0.9 1.9 1.8
H 22.8520 1.6620 38.8580 -1.2 1.9 5.0
H 18.3240 6.3400 38.5980 -0.5 -0.7 -0.9
C 15.6320 1.3130 41.9700 0.3 0.6 -1.5
C 14.6510 1.8640 41.1630 -1.5 0.2 0.6
C 15.0300 2.7520 40.1160 2.7 -1.4 2.5
C 16.3900 3.0610 39.9520 0.3 -2.9 3.0
C 17.3990 2.4370 40.7770 -5.5 0.1 -0.7
C 16.9510 1.5200 41.7240 2.7 0.7 -0.6
O 17.8300 0.7200 42.4540 2.2 1.0 0.0
O 14.2110 3.3430 39.2990 -4.5 -1.8 0.2
H 15.5890 0.6280 42.7470 -1.5 -1.2 1.4
H 13.5940 1.6110 41.5070 1.3 0.7 -1.2
H 16.6060 3.6440 39.1270 0.9 1.4 -1.4
H 18.3440 2.7060 40.5940 3.7 0.6 -0.4
H 18.8040 1.0380 42.3870 -2.7 -0.6 -0.1
H 14.5950 4.0900 38.9580 1.5 2.6 -1.7
C 20.9920 2.3390 35.1010 1.8 5.0 5.0
C 19.8580 3.1140 34.9130 -2.3 0.1 -1.2
C 18.8820 2.6360 34.0130 3.7 -1.6 0.0
C 19.1620 1.4150 33.3480 0.7 0.0 0.3
C 20.3290 0.6540 33.5000 0.0 1.3 1.1
C 21.2970 1.2680 34.4390 -1.6 -5.5 -4.7
O 22.4690 0.6420 34.5760 1.6 1.2 2.6
O 17.8330 3.3450 33.5920 0.3 -6.2 -6.9
H 21.7570 2.7480 35.9490 -1.7 -1.1 -2.3
H 19.6760 4.1130 35.3410 0.5 -0.7 0.2
H 18.4140 1.2130 32.6350 -0.7 -0.9 -0.9
H 20.5010 -0.3730 32.9910 -0.2 2.1 0.9
H 22.6850 -0.0070 33.9510 -0.2 -1.2 -1.5
H 17.7740 3.8950 34.2180 -1.9 7.5 7.4
```
Positions in Å, forces in eV/Å.

Results
Total energy   -46145.3625 eV
Net charge   0
Gap between HOMO and LUMO   5.634 eV
Relative energy (zero: lowest compared OMol25 entry of this formula, charge and spin)   0.0 kJ/mol

Atomic partial charges in e from the Löwdin method, atoms 1 to 6:
1 Li 0.870
2 B -1.307
3 F 0.200
4 F 0.117
5 F 0.089
6 F 0.102

=====

Record 3
A structure of composition C19H22BrCaN7O2S3Sb, computed with wB97M-V/def2-TZVPD.

Geometry as XYZ:
```
56
Properties=species:S:1:pos:R:3:forces:R:3
Ca 8.4488 8.7941 12.3385 -0.5 0.4 -0.3
S 8.3610 8.3875 17.1601 0.6 1.0 -0.5
Sb 8.9371 10.4498 16.0484 -1.0 -0.9 -0.8
S 10.3875 10.1286 14.0246 -0.8 0.3 0.9
S 6.8311 11.5249 15.5806 1.2 -0.1 0.6
Br 10.6295 8.5030 10.1149 0.1 -0.1 -0.1
C 9.7458 7.4699 8.7689 -0.4 -0.4 -0.3
C 10.4155 7.2511 7.5910 1.0 0.9 0.5
C 9.7933 6.5936 6.5279 -0.6 -0.6 -0.6
C 8.4844 6.1221 6.6560 0.2 -0.2 0.8
C 7.8089 6.1647 7.9138 0.6 0.8 0.5
C 6.5213 5.5181 8.1649 1.7 1.0 0.4
C 5.9788 5.6758 9.4151 -0.4 -0.2 -0.2
C 6.5760 6.4414 10.4385 -0.2 -0.5 -0.6
C 7.7583 7.0851 10.2440 1.6 1.3 1.4
C 8.4623 6.9421 9.0125 -2.2 -1.4 -0.9
H 11.4331 7.6929 7.5398 -0.7 -0.6 -0.4
H 10.3817 6.4098 5.6124 -0.5 0.3 0.4
H 7.9282 5.6442 5.8522 0.4 0.0 -0.2
H 6.0708 4.8730 7.4197 0.0 0.2 -0.1
H 5.0245 5.2241 9.6526 -0.2 -0.3 -0.1
H 6.0800 6.4571 11.4106 0.0 0.2 -0.2
C 5.5187 12.8245 8.6617 -0.5 1.2 -0.8
N 6.6201 11.9183 8.7783 0.7 0.1 -0.1
C 7.8800 12.1815 8.0619 -0.9 -0.9 -0.1
C 6.7889 11.1437 9.9113 0.3 -1.3 0.8
N 7.8147 10.4504 10.2209 0.7 -0.2 -0.2
N 5.6716 11.0233 10.7350 -1.1 0.1 -0.8
C 5.6121 10.3604 11.9720 0.9 -1.0 1.5
N 4.4189 9.7572 12.2969 -0.3 0.6 -0.3
N 6.6519 10.3240 12.7498 -1.2 1.1 -1.3
H 4.5481 12.3948 8.9196 0.3 -0.2 0.1
H 5.3784 13.1374 7.5984 0.4 -0.3 0.6
H 5.6267 13.7501 9.2564 0.0 -0.2 -0.1
H 7.6906 12.7450 7.1572 -0.2 0.0 -0.2
H 8.2545 11.1833 7.7912 0.3 0.5 -0.2
H 8.6265 12.7165 8.6378 0.1 0.1 0.4
H 8.6300 10.4320 9.5989 -0.7 0.5 0.2
H 4.7752 11.1042 10.2717 0.3 -0.1 0.1
H 3.5972 9.7848 11.7004 0.5 0.2 0.1
H 4.3865 9.0822 13.1028 0.5 0.4 -0.3
H 6.3645 10.4280 13.7276 0.1 -0.9 0.3
C 8.9446 5.0116 15.4713 -0.5 0.8 0.1
N 7.6986 5.5897 14.9410 0.7 0.0 1.4
C 6.5473 5.3271 15.6369 -0.7 1.0 -1.8
C 5.3845 5.9567 15.3147 0.3 -0.3 0.8
C 5.4649 7.1586 14.4936 0.6 0.0 -0.6
O 4.5160 7.9536 14.3513 -0.3 -0.6 0.1
N 6.6526 7.3680 13.8631 0.1 0.9 -0.4
C 7.7783 6.7287 14.1581 0.2 -0.3 -0.3
O 8.9039 7.0708 13.7052 -0.7 -0.8 0.3
H 8.6933 3.9983 15.7574 0.3 -0.4 0.1
H 9.2859 5.5941 16.3506 -0.1 -0.2 -0.5
H 9.6837 5.0571 14.6820 0.2 -0.1 0.0
H 6.6832 4.5822 16.3712 -0.3 -0.9 0.7
H 4.4256 5.6584 15.7296 0.3 0.2 0.2
```
Positions in Å, forces in eV/Å.

Results
Total energy   -162114.9038 eV
Spin multiplicity   2
Net charge   -2
Gap between HOMO and LUMO (alpha / beta)   4.915 / 5.183 eV
Relative energy (zero: lowest compared OMol25 entry of this formula, charge and spin)   74.8 kJ/mol
⟨S²⟩   0.766

Atomic partial charges in e from the Löwdin method, atoms 1 to 6:
1 Ca 0.938
2 S -0.382
3 Sb 0.108
4 S -0.425
5 S -0.335
6 Br 0.772

=====

Record 4
The molecule C19H22BrClO3, computed with wB97M-V/def2-TZVPD.

Geometry as XYZ:
```
46
Properties=species:S:1:pos:R:3:forces:R:3
C -2.6707 1.3942 1.5926 0.1 0.1 0.6
C -2.4698 2.8706 1.2838 -0.4 -0.2 -0.3
C -2.5705 3.2505 -0.2136 0.4 -0.5 0.3
Br -4.4264 3.7087 -0.5989 0.0 0.1 -0.1
C -2.0263 2.1634 -1.1332 -0.2 0.2 -0.3
C -2.8498 1.4346 -1.9982 0.6 -0.2 0.0
C -2.3323 0.4315 -2.8222 0.1 0.6 0.7
C -0.9819 0.1316 -2.7627 0.1 0.0 -0.3
C -0.1412 0.8400 -1.9095 -0.7 0.2 0.0
C -0.6498 1.8680 -1.1077 -0.4 -0.3 -0.3
C 0.3432 2.6040 -0.2779 0.3 -0.4 -0.3
O 0.2624 3.7688 0.0012 -0.3 0.6 0.3
C 1.5081 1.7938 0.1838 0.0 0.1 0.1
Cl 2.2140 2.3213 1.6505 0.2 0.0 0.0
C 1.9757 0.7670 -0.5362 0.0 -0.1 0.5
O 3.0558 0.0611 -0.1747 -0.3 0.1 -0.1
C 2.9597 -1.3693 -0.2796 0.4 -0.8 -0.1
C 2.4966 -2.1101 0.9877 -0.4 0.2 0.3
C 2.5802 -1.2576 2.2586 -0.4 0.2 -0.5
C 1.0836 -2.7493 0.8960 0.3 -0.3 0.1
C 1.1144 -4.2067 0.3828 0.0 0.4 0.1
C 0.0664 -1.9225 0.1289 -0.1 -0.1 0.2
C 1.3049 0.5115 -1.8451 -0.4 0.2 0.2
O 1.9080 0.0696 -2.7821 0.4 -0.5 -0.6
H -2.5752 1.2667 2.6708 0.0 -0.1 0.1
H -1.9143 0.7521 1.1505 0.0 -0.1 -0.2
H -3.6656 1.0439 1.3300 -0.1 -0.1 -0.3
H -3.2511 3.4227 1.7980 0.1 0.2 0.1
H -1.5219 3.2074 1.6884 0.2 0.1 -0.1
H -1.9843 4.1435 -0.3780 -0.2 0.3 -0.1
H -3.9031 1.6462 -2.0567 -0.1 0.1 0.1
H -3.0088 -0.0826 -3.4862 0.1 -0.2 -0.1
H -0.5772 -0.6432 -3.3992 0.2 0.0 0.0
H 3.9698 -1.6973 -0.5000 0.2 0.2 -0.1
H 2.3586 -1.6731 -1.1324 0.0 0.2 -0.1
H 3.1907 -2.9363 1.1240 0.2 -0.1 -0.1
H 2.6054 -1.9051 3.1292 0.2 0.0 0.1
H 3.4029 -0.5512 2.2402 0.3 -0.1 0.2
H 1.6704 -0.6601 2.3315 0.0 0.2 0.1
H 0.7239 -2.8069 1.9234 0.0 0.1 0.2
H 0.5385 -4.8365 1.0546 -0.2 -0.2 -0.1
H 0.6987 -4.2737 -0.6205 0.0 -0.2 -0.1
H 2.1224 -4.6124 0.3803 0.1 0.0 -0.1
H 0.0128 -0.8989 0.4949 0.1 0.2 0.0
H -0.9243 -2.3504 0.2715 -0.1 -0.1 -0.1
H 0.2772 -1.9295 -0.9389 0.0 0.1 -0.1
```
Positions in Å, forces in eV/Å.

Results
SMILES string   CC[C@H](Br)c1cccc2c1C(=O)C(Cl)=C(OC[C@@H](C)C(C)C)C2=O
Total energy   -108766.8355 eV
Net charge   0
Gap between HOMO and LUMO   8.322 eV

Atomic partial charges in e from the Löwdin method, atoms 1 to 6:
1 C -0.088
2 C -0.280
3 C -0.613
4 Br 0.753
5 C -0.182
6 C -0.046

=====

Record 5
The molecule C19H22F2N4O5, computed with wB97M-V/def2-TZVPD.

Geometry as XYZ:
```
52
Properties=species:S:1:pos:R:3:forces:R:3
C 2.2772 1.3854 -4.9800 -0.1 -0.2 0.1
C 2.0607 0.2135 -4.0327 0.2 0.1 0.1
C 3.0771 0.2385 -2.8917 -0.1 0.1 -0.4
N 2.8719 -0.8702 -1.9780 0.2 0.0 0.0
C 1.9296 -0.7898 -0.9991 -0.6 -0.9 1.1
N 1.1440 0.2655 -0.7211 0.2 0.3 -0.3
C 0.4056 -0.0988 0.3210 0.3 -0.4 -0.1
N 0.6765 -1.3699 0.7222 0.2 0.4 -0.3
C 1.6645 -1.8327 -0.1200 0.3 0.6 -0.6
C 2.3624 -3.0813 -0.1917 -0.1 0.2 0.0
O 2.2305 -4.0649 0.5089 0.0 -0.2 0.1
N 3.2847 -3.0490 -1.2343 0.2 -0.4 0.0
C 3.5847 -2.0372 -2.1339 -0.1 0.1 0.1
O 4.4277 -2.1864 -2.9869 0.3 -0.1 -0.3
H 3.8302 -3.8943 -1.3635 -0.1 0.2 0.0
C 0.0299 -2.2079 1.7062 -0.7 -0.4 0.4
C -1.4940 -2.3250 1.5147 0.2 0.1 0.1
O -1.8899 -3.2408 0.5307 0.0 -0.2 0.1
C -1.6741 -2.8293 -0.7981 0.0 0.0 -0.1
H -0.6190 -2.8947 -1.0829 0.0 0.0 0.0
H -2.0265 -1.8029 -0.9583 0.0 0.0 0.0
H -2.2484 -3.5108 -1.4230 0.0 0.1 -0.1
H -1.9230 -1.3326 1.3093 0.0 -0.2 0.1
H -1.9226 -2.7130 2.4422 0.1 0.1 0.0
H 0.4754 -3.2029 1.6171 0.0 0.2 0.1
H 0.2375 -1.8295 2.7107 0.0 -0.1 -0.1
C -0.5635 0.8219 0.8987 -0.4 0.4 0.2
C -1.2223 1.6973 0.0450 0.1 -0.3 0.2
C -2.1437 2.6041 0.5424 -0.1 0.1 0.0
C -2.4048 2.6487 1.8965 -0.1 0.1 0.3
C -1.7275 1.7892 2.7845 -0.2 0.2 -0.1
C -0.8119 0.8848 2.2718 0.0 0.1 0.0
H -0.2642 0.2438 2.9408 0.0 -0.1 0.1
O -2.0388 1.9259 4.0948 -0.1 0.2 -0.3
C -1.3970 1.0944 5.0325 0.1 -0.1 0.2
H -1.6149 0.0372 4.8484 0.0 0.0 0.0
H -0.3137 1.2512 5.0356 0.0 0.0 0.0
H -1.8030 1.3811 6.0008 0.1 -0.1 -0.1
O -3.3144 3.5116 2.5109 0.8 -0.8 0.1
C -4.0261 4.3774 1.7891 -1.1 1.1 -0.1
F -4.8085 3.7814 0.8513 -0.1 -0.3 0.0
F -3.2617 5.2587 1.0937 0.3 0.0 0.0
H -4.6783 4.9492 2.4674 0.3 -0.3 -0.2
H -2.6467 3.2664 -0.1430 -0.1 0.0 0.0
H -1.0075 1.6631 -1.0098 0.0 0.0 -0.1
H 2.9731 1.1601 -2.3161 0.1 0.0 0.0
H 4.0910 0.1492 -3.2868 -0.1 0.1 0.1
H 2.1631 -0.7271 -4.5775 0.0 -0.1 0.1
H 1.0556 0.2592 -3.6086 0.0 -0.1 0.0
H 1.5506 1.3582 -5.7878 0.0 0.1 -0.1
H 3.2739 1.3449 -5.4125 0.1 0.1 -0.1
H 2.1686 2.3286 -4.4499 0.0 0.2 0.0
```
Positions in Å, forces in eV/Å.

Results
SMILES string   CCCn1c(=O)[nH]c(=O)c2c1nc(-c1ccc(OC(F)F)c(OC)c1)n2CCOC
Total energy   -41694.2298 eV
Net charge   0
Gap between HOMO and LUMO   8.383 eV
Relative energy (zero: lowest compared OMol25 entry of this formula, charge and spin)   0.0 kJ/mol

Atomic partial charges in e from the Löwdin method, atoms 1 to 6:
1 C -0.107
2 C -0.233
3 C -0.143
4 N 0.049
5 C -0.205
6 N 0.217